Entry 1:
102
Properties=species:S:1:pos:R:3 method="wB97M-V/def2-TZVPD" homo_ev=-1.79 molar_mass_da=1312.9 total_energy_ha=-10660.20398 lumo_energy_ev=3.883 gap_ev=5.7 charge=-2 de_lowest_kj_mol=121.86
Tl -0.226 -0.099 -1.369
C -0.282 -3.423 -1.480
N -1.138 -2.634 -2.344
C -0.815 -2.847 -3.745
C 0.478 -2.132 -4.167
N 0.359 -0.705 -4.044
C 0.016 0.055 -5.044
C -0.281 -0.262 -6.418
F -0.351 -1.565 -6.843
C -0.529 0.687 -7.382
F -0.773 0.296 -8.660
C -0.532 2.043 -7.083
F -0.764 2.976 -8.050
C -0.300 2.416 -5.758
F -0.309 3.733 -5.439
C -0.047 1.471 -4.800
F 0.187 1.882 -3.521
C -2.544 -2.878 -2.071
C -3.000 -2.342 -0.705
N -2.887 -0.909 -0.643
C -3.909 -0.115 -0.820
C -3.658 1.309 -0.780
F -3.244 1.844 1.578
C -4.645 2.250 -0.941
F -4.341 3.567 -0.932
C -5.977 1.888 -1.133
F -6.959 2.827 -1.261
C -6.279 0.535 -1.182
F -7.571 0.148 -1.371
C -5.295 -0.419 -1.059
F -5.736 -1.718 -1.151
H -0.480 -4.506 -1.585
H -0.440 -3.126 -0.446
H 0.758 -3.232 -1.717
H -1.626 -2.438 -4.350
H -0.733 -3.927 -3.976
H 0.728 -2.464 -5.179
H 1.292 -2.438 -3.508
H -2.775 -3.960 -2.129
H -3.127 -2.359 -2.836
H -2.345 -2.743 0.077
H -4.007 -2.730 -0.516
C -2.254 -0.182 3.736
As -1.259 -0.814 2.141
C -1.516 -2.760 2.717
C 0.597 -0.864 2.919
C 1.500 0.352 3.131
C 2.849 -0.197 3.640
C 1.858 1.058 1.814
As 0.905 2.565 0.965
C 0.797 4.186 2.068
C 2.274 3.076 -0.344
C 0.927 1.397 4.088
As 0.465 1.117 5.997
C 0.606 -0.813 6.482
C 2.245 1.586 6.765
H -1.833 -0.547 4.674
H -3.285 -0.521 3.652
H -2.262 0.901 3.736
H -1.361 -2.921 3.785
H -0.826 -3.409 2.182
H -2.531 -3.075 2.474
H 1.127 -1.532 2.230
H 0.516 -1.389 3.874
H 3.320 -0.784 2.855
H 2.713 -0.842 4.505
H 3.525 0.615 3.909
H 1.989 0.325 1.000
H 2.827 1.566 1.945
H 1.716 4.329 2.646
H -0.076 4.109 2.711
H 0.649 5.018 1.376
H 3.253 3.315 0.067
H 1.878 3.917 -0.915
H 2.358 2.219 -1.013
H 0.003 1.748 3.625
H 1.622 2.251 4.104
H -0.240 -1.373 6.092
H 0.566 -0.864 7.574
H 1.526 -1.285 6.152
H 2.485 2.623 6.533
H 3.034 0.952 6.367
H 2.230 1.481 7.851
C 3.607 -0.188 -2.523
C 3.550 -0.822 -1.111
O 2.429 -0.690 -0.447
C 4.757 -0.209 -0.298
F 5.035 -0.872 0.840
F 5.929 -0.143 -0.971
F 4.510 1.061 0.077
C 3.947 -2.334 -1.260
F 3.287 -2.944 -2.256
F 5.260 -2.552 -1.532
F 3.691 -3.049 -0.157
H 3.789 0.878 -2.426
H 2.639 -0.340 -2.994
H 4.397 -0.640 -3.121
O -2.356 1.719 -0.574
S -1.814 2.417 0.766
O -1.019 1.822 1.874
O -0.360 2.580 -0.171
O -2.091 3.811 0.954



Entry 2:
88
Properties=species:S:1:pos:R:3 method="wB97M-V/def2-TZVPD" homo_ev="-7.56 / -7.56" molar_mass_da=880.9 total_energy_ha=-6099.91266 lumo_energy_ev="-0.970 / -0.965" gap_ev="6.6 / 6.6" de_lowest_kj_mol=2.09
Mo 0.398 -0.881 -0.007
C 1.257 -4.528 -3.122
C 0.898 -3.225 -3.850
C -0.574 -2.887 -3.647
C 1.948 -2.152 -3.557
C 3.173 -2.355 -4.204
C 4.244 -1.503 -4.047
C 4.105 -0.383 -3.241
C 2.909 -0.120 -2.593
C 2.773 1.169 -1.802
C 3.904 1.365 -0.794
C 2.667 2.369 -2.745
C 1.855 -1.027 -2.742
N 0.635 -0.717 -2.017
C -0.269 -0.052 -2.771
C -1.272 0.531 -2.055
N -1.221 0.336 -0.720
C -2.017 1.300 0.002
C -1.634 2.649 -0.082
C -2.441 3.609 0.520
C -3.613 3.253 1.165
C -3.960 1.916 1.250
C -3.160 0.914 0.702
C -3.580 -0.532 0.878
C -3.976 -0.812 2.329
C -4.715 -0.877 -0.087
C -0.380 3.121 -0.807
C -0.741 3.877 -2.089
C 0.500 4.006 0.080
H 1.212 -4.396 -2.040
H 2.261 -4.865 -3.376
H 0.555 -5.316 -3.398
H 1.018 -3.421 -4.921
H -1.172 -3.751 -3.945
H -0.895 -2.042 -4.255
H -0.810 -2.664 -2.608
H 3.267 -3.218 -4.853
H 5.178 -1.700 -4.556
H 4.932 0.306 -3.129
H 1.841 1.126 -1.231
H 4.853 1.582 -1.289
H 4.039 0.481 -0.171
H 3.679 2.212 -0.143
H 3.553 2.438 -3.380
H 2.590 3.298 -2.177
H 1.794 2.293 -3.396
H -0.123 0.042 -3.837
H -2.039 1.160 -2.485
H -2.154 4.651 0.465
H -4.246 4.010 1.609
H -4.869 1.639 1.766
H -2.728 -1.170 0.631
H -4.762 -0.138 2.671
H -3.120 -0.703 2.997
H -4.362 -1.825 2.429
H -5.611 -0.295 0.139
H -4.974 -1.935 -0.011
H -4.434 -0.674 -1.122
H 0.210 2.244 -1.081
H -1.405 4.713 -1.858
H -1.245 3.244 -2.819
H 0.155 4.282 -2.561
H 0.051 4.989 0.235
H 1.468 4.163 -0.399
H 0.677 3.559 1.061
O -1.357 1.517 3.316
As 0.219 1.008 2.691
O 2.061 -1.024 0.108
O -0.305 -0.402 1.687
C 0.675 0.232 4.441
C 0.763 1.243 5.387
C 0.990 0.962 6.730
C 1.129 -0.349 7.145
C 1.072 -1.373 6.205
C 0.843 -1.074 4.869
S 1.065 -2.405 3.730
O 1.688 -1.888 2.547
O 1.613 -3.540 4.407
O -0.446 -2.749 3.423
H -1.897 1.882 2.602
H 0.642 2.278 5.085
H 1.060 1.772 7.445
H 1.304 -0.582 8.186
H 1.221 -2.402 6.495
S 0.237 -3.288 0.056
S -1.667 -3.887 -0.190
S -2.302 -4.217 1.831
S -0.703 -4.395 2.896



Entry 3:
92
Properties=species:S:1:pos:R:3 method="wB97M-V/def2-TZVPD" homo_ev=-4.38 molar_mass_da=989.2 total_energy_ha=-5755.08562 lumo_energy_ev=2.254 gap_ev=6.6 charge=-1 de_lowest_kj_mol=494.66
Sr 1.427 -0.203 0.825
O -3.801 -1.878 -1.755
C -2.802 -1.459 -2.572
C -3.094 -1.298 -3.926
C -2.112 -0.914 -4.817
C -0.819 -0.695 -4.369
C -0.535 -0.829 -3.022
C -1.512 -1.188 -2.105
C -1.060 -1.219 -0.647
O -0.327 -0.159 -0.287
N -2.255 -1.231 0.264
N -2.137 -1.841 1.441
C -2.687 -1.277 2.449
C -2.786 -1.847 3.752
Br -1.443 -3.106 4.207
C -3.711 -1.485 4.658
C -4.799 -0.576 4.332
C -5.205 0.384 5.257
C -6.129 1.348 4.906
C -6.712 1.344 3.650
C -6.377 0.346 2.749
C -5.436 -0.605 3.090
H -3.429 -1.889 -0.843
H -4.105 -1.479 -4.259
H -2.352 -0.797 -5.865
H -0.044 -0.406 -5.066
H 0.454 -0.650 -2.633
H -0.551 -2.188 -0.487
H -2.552 -0.246 0.365
H -3.140 -0.281 2.361
H -3.637 -1.819 5.680
H -4.757 0.391 6.237
H -6.394 2.116 5.615
H -7.430 2.103 3.372
H -6.856 0.310 1.781
H -5.201 -1.397 2.396
N 8.562 -3.888 -0.901
C 7.396 -3.157 -0.700
C 7.003 -2.798 0.592
C 5.892 -2.002 0.779
C 5.159 -1.586 -0.312
C 5.526 -1.936 -1.594
C 6.647 -2.719 -1.792
S 3.659 -0.672 -0.108
O 3.518 -0.330 1.300
O 3.736 0.464 -0.991
N 2.413 -1.550 -0.504
C 2.300 -2.611 0.252
N 1.089 -2.947 0.720
C 0.947 -4.121 1.297
C 2.011 -4.987 1.503
C 3.252 -4.477 1.155
N 3.408 -3.333 0.538
H 8.861 -4.441 -0.112
H 8.622 -4.375 -1.782
H 7.566 -3.160 1.443
H 5.554 -1.723 1.767
H 4.918 -1.593 -2.420
H 6.944 -3.006 -2.793
H -0.057 -4.351 1.634
H 1.892 -5.951 1.966
H 4.179 -4.995 1.387
C 1.843 2.028 -2.690
N 0.669 2.751 -2.273
C -0.044 3.360 -3.363
P 0.261 2.924 -0.665
O 1.164 2.171 0.223
N -1.412 2.772 -0.654
C -2.145 1.936 -1.571
C -2.113 3.071 0.575
N 0.382 4.568 -0.269
C -0.569 5.575 -0.668
C 1.317 5.021 0.731
H 1.579 1.240 -3.402
H 2.322 1.576 -1.830
H 2.567 2.697 -3.172
H -0.417 2.594 -4.054
H 0.615 4.036 -3.924
H -0.886 3.923 -2.977
H -1.455 1.374 -2.193
H -2.800 2.551 -2.204
H -2.772 1.220 -1.036
H -1.480 3.679 1.216
H -2.356 2.170 1.144
H -3.037 3.603 0.334
H -1.362 5.135 -1.265
H -0.084 6.363 -1.256
H -1.019 6.039 0.216
H 1.909 4.170 1.059
H 0.786 5.431 1.598
H 1.976 5.794 0.321
I -0.126 1.097 2.992



Entry 4:
94
Properties=species:S:1:pos:R:3 method="wB97M-V/def2-TZVPD" homo_ev=-3.26 molar_mass_da=1031.6 total_energy_ha=-4898.38349 lumo_energy_ev=0.327 gap_ev=3.6 charge=-1 de_lowest_kj_mol=260.09
Rb -0.248 0.295 0.880
C -5.598 2.468 0.523
C -4.235 1.824 0.525
N -3.722 1.210 1.510
N -4.459 1.025 2.635
C -3.886 0.824 3.858
N -4.782 0.364 4.797
S -2.350 1.263 4.234
C -3.423 1.893 -0.721
C -3.031 3.110 -1.260
C -2.296 3.104 -2.433
C -2.000 1.891 -3.033
C -2.450 0.728 -2.427
N -3.146 0.726 -1.296
H -5.709 3.122 1.392
H -6.386 1.709 0.551
H -5.733 3.053 -0.383
H -5.470 1.064 2.587
H -5.481 -0.300 4.498
H -4.350 0.131 5.677
H -3.259 4.037 -0.751
H -1.953 4.031 -2.872
H -1.417 1.838 -3.942
H -2.258 -0.243 -2.870
C 4.953 4.733 -4.089
C 3.922 4.459 -3.023
C 2.661 3.988 -3.369
C 1.719 3.700 -2.388
C 2.024 3.889 -1.049
C 3.273 4.379 -0.695
C 4.211 4.660 -1.674
S 0.907 3.295 0.252
O 0.381 4.462 0.939
O -0.074 2.482 -0.466
N 1.927 2.412 1.042
C 2.289 2.761 2.386
C 1.974 1.585 3.474
O 2.421 1.891 4.592
O 1.378 0.591 3.014
H 5.020 3.897 -4.787
H 5.935 4.895 -3.647
H 4.687 5.624 -4.663
H 2.428 3.826 -4.417
H 0.737 3.313 -2.635
H 3.504 4.508 0.355
H 5.195 5.018 -1.390
H 1.765 3.643 2.763
H 3.376 2.861 2.502
I -5.777 -1.418 -1.344
C -3.862 -2.262 -1.434
C -3.448 -2.915 -2.577
C -2.170 -3.458 -2.585
C -1.391 -3.328 -1.447
N -1.795 -2.698 -0.348
C -3.009 -2.158 -0.342
H -4.093 -2.999 -3.441
H -1.795 -3.969 -3.461
H -0.397 -3.758 -1.401
H -3.303 -1.643 0.561
Cl -4.826 -2.932 5.374
C -3.126 -2.774 5.081
Cl -2.523 -4.766 4.913
Cl -2.231 -2.126 6.391
C -2.779 -2.268 3.789
N -2.491 -1.951 2.726
C 2.830 -5.571 0.779
C 2.437 -4.560 1.866
C 1.271 -5.092 2.708
C 3.647 -4.237 2.752
C 2.009 -3.327 1.197
N 1.695 -2.371 0.644
H 3.272 -6.454 1.243
H 3.557 -5.137 0.093
H 1.955 -5.880 0.206
H 1.561 -6.026 3.191
H 0.394 -5.273 2.086
H 0.993 -4.370 3.475
H 3.969 -5.140 3.272
H 3.388 -3.478 3.489
H 4.476 -3.863 2.150
C 2.575 -2.199 -2.514
P 1.735 -0.597 -2.274
C 2.050 0.255 -3.853
C 2.728 0.295 -1.061
O 0.278 -0.739 -2.010
H 3.633 -2.063 -2.739
H 2.088 -2.732 -3.332
H 2.463 -2.780 -1.602
H 3.109 0.252 -4.112
H 1.700 1.283 -3.768
H 1.479 -0.249 -4.634
H 3.734 0.476 -1.443
H 2.770 -0.279 -0.136
H 2.246 1.242 -0.832



Entry 5:
84
Properties=species:S:1:pos:R:3 method="wB97M-V/def2-TZVPD" homo_ev="-9.55 / -9.55" molar_mass_da=826.8 total_energy_ha=-2735.85837 lumo_energy_ev="-4.727 / -4.726" gap_ev="4.8 / 4.8" charge=+1 de_lowest_kj_mol=129.12
Sn 0.408 0.784 0.552
C 1.218 3.009 -2.399
O 1.790 2.074 -1.495
C 3.061 2.484 -1.006
C 3.734 1.262 -0.416
O 3.097 0.790 0.760
C 3.589 1.193 2.025
C 2.565 2.080 2.697
O 1.365 1.328 2.823
C 0.405 1.987 3.641
H 1.775 3.023 -3.342
H 1.209 4.018 -1.980
H 0.191 2.693 -2.582
H 2.939 3.283 -0.264
H 3.678 2.857 -1.832
H 4.795 1.458 -0.239
H 3.635 0.457 -1.147
H 4.545 1.716 1.946
H 3.726 0.287 2.621
H 2.375 2.979 2.100
H 2.936 2.377 3.685
H 0.759 2.036 4.675
H -0.513 1.403 3.597
H 0.211 2.998 3.275
Cl -3.269 6.208 -2.307
C -2.217 5.281 -1.290
C -1.144 5.887 -0.688
C -0.281 5.149 0.123
I 1.340 6.057 1.095
C -0.430 3.777 0.341
O 0.354 3.065 1.063
C -1.562 3.158 -0.292
N -1.704 1.826 -0.077
C -2.793 1.230 -0.511
C -3.793 1.901 -1.230
C -3.619 3.223 -1.539
C -2.479 3.908 -1.068
H -0.980 6.946 -0.834
H -2.886 0.179 -0.276
H -4.681 1.370 -1.546
H -4.351 3.763 -2.123
N 1.351 -3.898 -4.403
C 1.419 -2.920 -3.464
C 1.643 -3.215 -2.111
C 1.613 -2.196 -1.186
N 1.371 -0.919 -1.490
C 1.195 -0.634 -2.783
C 1.227 -1.570 -3.791
H 1.631 -4.833 -4.173
H 1.306 -3.655 -5.376
H 1.827 -4.234 -1.796
H 1.800 -2.402 -0.138
H 1.030 0.414 -3.012
H 1.082 -1.274 -4.822
C -0.585 -1.773 3.907
C 0.287 -2.779 3.143
C 1.670 -2.186 2.833
C -0.365 -3.318 1.890
C -0.251 -4.663 1.637
C -0.899 -5.258 0.557
C -1.763 -4.519 -0.248
C -1.926 -3.167 -0.077
C -2.999 -2.475 -0.882
C -4.045 -1.889 0.080
C -2.457 -1.444 -1.879
C -1.098 -2.464 0.934
N -0.993 -1.182 0.969
H -0.082 -1.473 4.827
H -1.548 -2.214 4.167
H -0.761 -0.892 3.298
H 0.441 -3.642 3.797
H 1.574 -1.287 2.226
H 2.296 -2.907 2.303
H 2.167 -1.919 3.765
H 0.341 -5.275 2.308
H -0.780 -6.320 0.380
H -2.337 -5.027 -1.015
H -3.494 -3.248 -1.476
H -3.582 -1.190 0.774
H -4.508 -2.685 0.666
H -4.831 -1.380 -0.477
H -1.882 -0.680 -1.372
H -3.279 -0.977 -2.422
H -1.807 -1.938 -2.601



Copy entry 4 word for word.
94
Properties=species:S:1:pos:R:3 method="wB97M-V/def2-TZVPD" homo_ev=-3.26 molar_mass_da=1031.6 total_energy_ha=-4898.38349 lumo_energy_ev=0.327 gap_ev=3.6 charge=-1 de_lowest_kj_mol=260.09
Rb -0.248 0.295 0.880
C -5.598 2.468 0.523
C -4.235 1.824 0.525
N -3.722 1.210 1.510
N -4.459 1.025 2.635
C -3.886 0.824 3.858
N -4.782 0.364 4.797
S -2.350 1.263 4.234
C -3.423 1.893 -0.721
C -3.031 3.110 -1.260
C -2.296 3.104 -2.433
C -2.000 1.891 -3.033
C -2.450 0.728 -2.427
N -3.146 0.726 -1.296
H -5.709 3.122 1.392
H -6.386 1.709 0.551
H -5.733 3.053 -0.383
H -5.470 1.064 2.587
H -5.481 -0.300 4.498
H -4.350 0.131 5.677
H -3.259 4.037 -0.751
H -1.953 4.031 -2.872
H -1.417 1.838 -3.942
H -2.258 -0.243 -2.870
C 4.953 4.733 -4.089
C 3.922 4.459 -3.023
C 2.661 3.988 -3.369
C 1.719 3.700 -2.388
C 2.024 3.889 -1.049
C 3.273 4.379 -0.695
C 4.211 4.660 -1.674
S 0.907 3.295 0.252
O 0.381 4.462 0.939
O -0.074 2.482 -0.466
N 1.927 2.412 1.042
C 2.289 2.761 2.386
C 1.974 1.585 3.474
O 2.421 1.891 4.592
O 1.378 0.591 3.014
H 5.020 3.897 -4.787
H 5.935 4.895 -3.647
H 4.687 5.624 -4.663
H 2.428 3.826 -4.417
H 0.737 3.313 -2.635
H 3.504 4.508 0.355
H 5.195 5.018 -1.390
H 1.765 3.643 2.763
H 3.376 2.861 2.502
I -5.777 -1.418 -1.344
C -3.862 -2.262 -1.434
C -3.448 -2.915 -2.577
C -2.170 -3.458 -2.585
C -1.391 -3.328 -1.447
N -1.795 -2.698 -0.348
C -3.009 -2.158 -0.342
H -4.093 -2.999 -3.441
H -1.795 -3.969 -3.461
H -0.397 -3.758 -1.401
H -3.303 -1.643 0.561
Cl -4.826 -2.932 5.374
C -3.126 -2.774 5.081
Cl -2.523 -4.766 4.913
Cl -2.231 -2.126 6.391
C -2.779 -2.268 3.789
N -2.491 -1.951 2.726
C 2.830 -5.571 0.779
C 2.437 -4.560 1.866
C 1.271 -5.092 2.708
C 3.647 -4.237 2.752
C 2.009 -3.327 1.197
N 1.695 -2.371 0.644
H 3.272 -6.454 1.243
H 3.557 -5.137 0.093
H 1.955 -5.880 0.206
H 1.561 -6.026 3.191
H 0.394 -5.273 2.086
H 0.993 -4.370 3.475
H 3.969 -5.140 3.272
H 3.388 -3.478 3.489
H 4.476 -3.863 2.150
C 2.575 -2.199 -2.514
P 1.735 -0.597 -2.274
C 2.050 0.255 -3.853
C 2.728 0.295 -1.061
O 0.278 -0.739 -2.010
H 3.633 -2.063 -2.739
H 2.088 -2.732 -3.332
H 2.463 -2.780 -1.602
H 3.109 0.252 -4.112
H 1.700 1.283 -3.768
H 1.479 -0.249 -4.634
H 3.734 0.476 -1.443
H 2.770 -0.279 -0.136
H 2.246 1.242 -0.832